Record 1
11
Properties=species:S:1:pos:R:3:forces:R:3:mulliken_charge:R:1 method="wB97M-V/def2-TZVPD" homo_lumo_gap_ev=9.094 homo_ev=-14.3 total_charge=+1 largest_force_ha_per_bohr=0.0687 e_above_lowest_kcal_mol=69.3
O -0.9159 1.0707 -1.2481 0.09 0.90 -1.34 -0.418
O -1.5404 -0.7002 0.3876 0.90 -1.00 -0.87 -0.417
O -0.4544 1.3268 1.2169 0.16 0.26 0.14 -0.462
Si 1.5857 -0.5024 -0.3623 0.14 -3.35 1.12 0.195
P -0.4343 0.3470 0.0097 -0.63 0.75 0.98 0.856
H -1.3981 1.9105 -1.3384 0.03 -0.28 0.26 0.382
H -1.3169 -1.4505 -0.2098 -0.97 -0.35 0.66 0.376
H -0.9474 0.9911 1.9763 -0.06 0.13 0.38 0.365
H 1.2760 -2.2269 1.2647 0.41 2.35 -2.16 0.025
H 2.6813 0.4047 0.0499 -0.34 -0.09 -0.24 0.042
H 1.4644 -1.1708 -1.7465 0.28 0.67 1.07 0.055

---

Record 2
58
Properties=species:S:1:pos:R:3:forces:R:3:mulliken_charge:R:1 method="wB97M-V/def2-TZVPD" homo_lumo_gap_ev=10.484 homo_ev=-12.6 total_charge=+1 largest_force_ha_per_bohr=0.2087 e_above_lowest_kcal_mol=186.8
O -0.4279 0.1260 -0.5839 -1.70 -2.96 0.68 0.225
H 0.3308 0.4757 -0.0519 0.59 0.39 0.36 0.301
H -0.8842 -0.7564 -0.1425 1.29 1.79 -0.92 0.539
H -1.1751 0.7511 -0.6189 -0.27 0.74 -0.15 0.365
C -1.9542 -3.3185 0.1591 0.60 -6.16 -1.73 -0.851
O -1.9495 -2.0115 0.3081 0.43 4.08 0.12 -0.410
H -0.9553 -3.7087 0.2519 0.64 -0.47 -0.59 0.189
H -2.4229 -3.5503 -0.7934 0.24 -0.68 -0.33 0.279
H -2.4939 -3.9453 0.9193 -0.02 1.04 -0.30 0.417
H -2.4868 -2.0865 1.0487 -1.59 2.57 2.73 0.226
C -3.0098 -0.8996 -3.1945 3.38 2.93 9.06 -0.752
O -1.6650 -1.1234 -2.8898 2.03 -2.02 0.19 -0.420
H -3.1758 0.1448 -2.9469 -0.23 0.23 0.01 0.122
H -3.5488 -1.4799 -2.5438 -2.00 -1.30 1.58 0.322
H -3.2865 -1.0394 -4.0464 -2.65 -1.87 -10.23 0.506
H -1.4806 -2.0939 -2.6893 -0.59 1.98 -0.64 0.265
C -2.9345 3.2939 -0.6456 2.87 -0.66 4.77 -0.940
O -2.5716 1.9088 -0.7685 0.16 0.47 -0.73 -0.475
H -2.4976 3.5545 0.4389 -1.30 0.37 -2.52 0.194
H -3.9556 3.3267 -0.7006 -2.75 0.42 0.60 0.532
H -2.6402 3.9291 -1.3951 1.66 1.29 -1.80 0.285
H -3.4699 1.6424 -0.8702 -0.48 -2.02 -0.26 0.240
C 1.9406 -3.2862 -1.5660 2.05 -0.73 3.96 -1.398
C 2.5782 -2.1501 -0.7332 -0.48 0.21 2.13 0.543
C 3.1160 -0.9388 -1.4751 2.35 0.63 -0.67 -1.322
O 1.5768 -1.7018 0.3311 1.93 5.40 -5.88 -0.352
H 1.0794 -3.1551 -2.0804 -2.94 1.15 -1.20 0.263
H 1.8177 -4.1726 -0.8563 0.05 1.04 -0.99 0.331
H 2.6349 -3.5617 -2.2783 1.71 -0.85 -1.50 0.490
H 3.4405 -2.6256 -0.1561 -1.03 0.65 -0.73 0.266
H 2.4578 -0.3956 -2.1017 -1.46 0.33 -0.33 0.437
H 3.8310 -1.3106 -2.2229 -0.13 -0.46 0.04 0.430
H 3.7950 -0.1024 -1.0553 -1.41 -1.81 0.66 0.122
H 1.4813 -2.3710 0.8656 -0.78 -5.75 4.60 0.165
C 3.5447 2.6477 -0.4816 2.82 1.09 -1.63 -1.172
C 2.0718 2.7626 0.0016 1.03 -2.95 0.32 0.683
C 1.1819 3.2733 -1.0099 -1.38 0.55 -4.64 -1.041
O 1.5681 1.4184 0.4738 -1.24 1.92 -4.36 -0.654
H 4.1300 3.7734 -0.8598 -2.27 -3.36 1.16 0.331
H 3.8179 1.8488 -1.3473 -1.31 2.12 1.88 0.181
H 4.1864 2.3246 0.3658 -0.42 0.23 -0.38 0.384
H 1.9915 3.3416 0.8590 0.34 1.33 1.68 0.260
H -0.0007 3.2427 -0.9075 2.65 0.63 0.49 0.039
H 1.3271 2.6204 -1.9655 -0.19 1.02 1.41 0.241
H 1.7042 4.2794 -1.3186 -1.84 -1.49 0.51 0.369
H 1.9305 1.1846 1.2650 1.89 -0.96 3.23 0.111
C -1.6281 -0.9231 3.8300 -1.47 -2.15 -2.01 -1.087
C -1.0311 0.3658 3.3844 3.48 -1.59 -0.37 0.321
C 0.5507 0.1742 3.2750 -0.41 6.79 2.63 -0.606
O -1.4918 0.6556 2.1028 -0.91 2.44 -1.08 -0.383
H -1.2522 -1.1519 4.7833 -0.70 0.19 2.13 0.449
H -1.0298 -1.8745 3.3967 -1.67 2.05 -0.33 0.116
H -2.8352 -0.9742 3.5995 3.23 -0.12 1.10 0.233
H -0.8848 1.1537 4.0663 -2.01 1.42 1.06 0.402
H 0.7648 1.0675 2.5286 0.00 -1.67 1.95 -0.070
H 0.6637 -0.6468 2.7446 1.60 -4.30 -1.94 0.235
H 1.1309 0.4204 4.3506 -1.45 -1.30 -3.13 0.297
H -1.5047 1.6481 1.9470 0.04 -1.87 0.36 0.226

---

Record 3
21
Properties=species:S:1:pos:R:3:forces:R:3:mulliken_charge:R:1 method="wB97M-V/def2-TZVPD" homo_lumo_gap_ev=9.123 homo_ev=-8.3 largest_force_ha_per_bohr=0.0163 e_above_lowest_kcal_mol=108.3
C -2.9271 1.9200 -0.0628 -0.28 -0.75 -0.08 -0.411
C -3.2110 0.7554 -0.0267 0.21 0.37 0.19 0.243
O -3.5008 -0.5032 0.0958 -0.27 0.08 -0.08 -0.430
C -2.4217 -1.3926 0.1895 -0.13 -0.48 0.18 -0.834
C -1.2114 -1.1055 -0.2091 0.29 0.38 -0.12 0.668
N -0.1509 -0.8325 -0.7263 -0.41 -0.57 -0.45 -0.471
C 1.0131 -0.1862 -0.1528 0.50 0.47 0.39 1.857
C 0.6309 0.7108 1.0283 -0.04 -0.15 -0.24 -1.558
C 1.9923 -1.2759 0.2896 -0.22 0.05 -0.13 -1.618
C 1.6273 0.6344 -1.2900 -0.09 -0.09 0.19 -1.651
H -2.7407 2.9473 -0.1464 0.13 0.58 -0.05 0.403
H -2.7197 -2.3509 0.5765 0.05 0.02 0.07 0.371
H 1.4886 1.2882 1.3644 0.10 0.02 0.04 0.429
H -0.1608 1.3967 0.7292 -0.01 0.06 0.02 0.274
H 0.2631 0.1118 1.8591 -0.03 -0.03 0.10 0.389
H 1.5497 -1.9010 1.0618 -0.05 -0.06 0.07 0.365
H 2.8902 -0.8148 0.6898 0.12 0.07 0.04 0.387
H 2.2660 -1.9026 -0.5558 0.04 -0.08 -0.06 0.415
H 1.7790 0.0020 -2.1604 0.02 -0.05 -0.08 0.409
H 0.9607 1.4471 -1.5661 -0.06 0.10 -0.07 0.381
H 2.5834 1.0514 -0.9877 0.12 0.09 0.08 0.383

---

Record 4
48
Properties=species:S:1:pos:R:3:forces:R:3:mulliken_charge:R:1 method="wB97M-V/def2-TZVPD" homo_lumo_gap_ev=7.701 homo_ev=-10.7 total_charge=+1 largest_force_ha_per_bohr=0.0287 e_above_lowest_kcal_mol=0.0
Pt 1.2357 -0.0006 0.5640 1.26 0.61 0.46 1.675
N 1.3332 -0.1705 2.6772 -0.41 0.22 -1.22 -0.667
C 1.9274 -1.4674 3.0758 0.10 -0.21 0.14 -0.534
C 3.4093 -1.5490 2.7387 -0.12 0.06 -0.11 -0.625
C 3.6793 -1.7762 1.2605 0.04 -0.13 0.14 -0.552
N 3.2759 -0.5977 0.4690 -0.80 -0.06 -0.21 -0.727
H 1.7880 0.6078 3.1438 0.00 0.02 -0.01 0.296
H 0.3487 -0.1578 2.9307 0.04 0.05 0.18 0.396
H 1.3756 -2.2412 2.5423 -0.04 0.01 0.02 0.244
H 1.7820 -1.6157 4.1473 -0.01 0.09 0.00 0.455
H 3.8426 -2.3798 3.2952 0.00 0.01 0.02 0.359
H 3.9245 -0.6422 3.0778 0.04 -0.04 0.05 0.282
H 3.1032 -2.6298 0.9025 -0.02 0.03 -0.03 0.306
H 4.7392 -1.9859 1.1035 -0.01 0.05 -0.04 0.447
H 3.4593 -0.7515 -0.5197 0.02 0.03 -0.01 0.361
H 3.8114 0.2173 0.7522 0.06 0.00 -0.08 0.335
O 1.2711 -0.1631 -1.5414 -0.07 0.63 0.93 -0.759
C 0.6092 -0.9758 -2.2366 -0.36 -0.63 -0.10 0.006
C -0.1663 -2.1080 -1.8872 0.21 0.41 0.09 0.630
C -0.8411 -2.7369 -2.9594 -0.13 -0.08 -0.23 -0.535
C -1.6484 -3.8052 -2.7396 0.09 0.15 -0.01 -0.486
C -1.8561 -4.3066 -1.4328 0.01 0.02 0.14 -0.379
C -1.2191 -3.7343 -0.3790 -0.05 -0.14 -0.10 -0.745
C -0.3059 -2.6380 -0.5473 0.11 0.10 0.33 0.242
O 0.3346 -2.1883 0.4415 -0.28 -0.77 -0.14 -0.716
N -2.3224 -4.4390 -3.8700 0.02 -0.03 -0.03 1.015
O -2.1419 -3.9665 -4.9754 -0.01 0.01 -0.01 -0.621
O -3.0171 -5.4063 -3.6321 -0.03 0.00 0.01 -0.614
H 0.6408 -0.7795 -3.3155 0.10 0.09 0.05 0.378
H -0.7296 -2.3663 -3.9709 0.02 -0.01 0.01 0.484
H -2.5261 -5.1439 -1.2965 0.01 0.00 -0.02 0.478
H -1.3567 -4.1031 0.6283 0.00 -0.02 -0.01 0.433
N -0.4568 1.1787 0.7396 0.29 -0.42 -0.23 -0.631
C -1.1010 2.1343 0.6432 -0.06 -0.01 0.05 0.645
N -1.8718 3.1795 0.5934 -0.08 -0.07 0.02 -0.070
C -2.7130 3.4554 -0.5851 -0.01 0.07 -0.10 -0.635
C -2.0986 4.6101 -1.3610 0.01 -0.02 0.02 -0.456
O -1.9246 5.7371 -0.5251 -0.05 -0.01 0.03 -0.364
C -1.0596 5.4748 0.5596 0.01 -0.03 0.00 -0.467
C -1.6132 4.3599 1.4353 0.07 0.14 -0.04 -0.617
H -3.7031 3.7346 -0.2227 -0.01 -0.04 0.01 0.271
H -2.7936 2.5584 -1.1958 0.00 -0.02 0.02 0.439
H -2.7608 4.9169 -2.1682 0.01 -0.01 -0.01 0.358
H -1.1353 4.3010 -1.7885 0.00 0.01 0.00 0.309
H -0.9822 6.3983 1.1305 0.02 0.00 0.00 0.356
H -0.0616 5.1984 0.1931 0.00 0.00 -0.01 0.314
H -2.5645 4.6659 1.8725 0.00 -0.04 0.02 0.272
H -0.9202 4.0976 2.2323 -0.01 -0.03 0.00 0.413

---

Record 5
15
Properties=species:S:1:pos:R:3:forces:R:3:lowdin_spin:R:1 method="wB97M-V/def2-TZVPD" homo_lumo_gap_ev="7.243 / 7.023" homo_ev="-6.7 / -9.9" spin_multiplicity=3 largest_force_ha_per_bohr=0.1108 e_above_lowest_kcal_mol=13.6
C 1.0766 2.5070 -0.3695 1.06 0.12 -1.20 0.358
C -0.1057 2.6214 -0.8869 0.88 -0.37 1.73 0.553
C 0.3615 -0.9460 -0.9879 3.47 2.35 -3.86 0.001
C -0.0118 -1.4852 1.3894 -3.00 -2.54 -0.40 0.000
C -0.5622 -1.3364 -0.0345 -1.75 2.44 3.55 0.001
O 2.1630 2.4263 0.0278 0.62 -0.22 1.02 0.340
O 0.1871 -0.6881 -2.1726 -0.29 -0.46 1.22 0.006
I -1.7424 2.5853 0.5436 -1.54 -0.03 0.89 0.723
H -0.2902 2.8281 -1.8644 -1.01 0.44 -2.46 0.016
H 1.3963 -0.7845 -0.5924 -0.07 -0.23 -0.11 0.000
H 0.6655 -2.3651 1.4178 -0.16 0.93 0.42 0.000
H -0.9951 -1.7601 1.8860 1.31 -0.34 0.09 0.000
H 0.2219 -0.6386 1.9426 1.32 1.68 0.48 0.000
H -1.4796 -0.7058 -0.0456 0.62 -0.16 -0.17 0.003
H -0.8850 -2.2583 -0.2534 -1.46 -3.61 -1.21 0.000